(1)
127
Properties=species:S:1:pos:R:3:lowdin_charge:R:1 method="wB97M-V/def2-TZVPD" homo_energy_ev=-8.480 smiles="CCCCCCCCN(CCCCCCCC)C(=S)SCCCB(Cl)COCC.COP(=O)(OC)OC.COP(=O)(OC)OC.COP(=O)(OC)OC" orbital_gap_ha=0.179
C 4.39 -4.90 -0.64 -0.17
C 4.97 -5.72 -1.93 -0.26
C 4.85 -4.94 -3.36 -0.23
C 4.40 -3.36 -3.26 -0.23
C 4.11 -2.79 -4.80 -0.21
C 2.54 -2.23 -4.98 -0.21
C 2.41 -1.15 -6.24 -0.20
C 1.03 -1.30 -7.10 -0.23
N -0.22 -0.73 -6.50 -0.24
C -0.01 -0.01 -5.19 -0.22
C -1.44 0.71 -4.70 -0.17
C -2.09 -0.16 -3.43 -0.20
C -2.87 0.89 -2.41 -0.20
C -2.15 0.97 -0.90 -0.19
C -3.30 1.06 0.28 -0.23
C -3.78 -0.43 0.80 -0.26
C -4.82 -1.20 -0.22 -0.17
C -1.36 -1.74 -6.43 -0.88
S -1.07 -3.09 -5.38 0.62
S -3.00 -1.55 -7.39 0.80
C -4.21 -2.85 -6.70 -0.48
C -5.78 -2.51 -7.03 -0.26
C -6.71 -2.21 -5.71 -0.20
B -6.76 -3.42 -4.60 -0.56
Cl -6.05 -3.01 -2.89 0.60
C -7.34 -4.94 -4.84 -0.15
O -7.53 -5.53 -3.47 -0.29
C -6.43 -6.46 -3.15 -0.27
C -6.80 -7.12 -1.66 -0.10
H 4.43 -5.55 0.35 0.08
H 3.25 -4.59 -0.79 0.08
H 5.00 -3.89 -0.46 0.08
H 4.40 -6.74 -2.00 0.10
H 6.11 -6.00 -1.73 0.11
H 5.86 -4.96 -4.00 0.12
H 4.03 -5.51 -3.99 0.11
H 5.28 -2.74 -2.78 0.12
H 3.39 -3.21 -2.66 0.10
H 4.23 -3.62 -5.62 0.11
H 4.86 -1.92 -5.01 0.11
H 1.83 -3.15 -5.16 0.08
H 2.25 -1.65 -4.00 0.10
H 3.30 -1.46 -6.98 0.12
H 2.67 -0.04 -5.91 0.11
H 0.93 -2.45 -7.39 0.12
H 1.21 -0.75 -8.15 0.13
H 0.77 0.89 -5.25 0.13
H 0.32 -0.69 -4.29 0.09
H -2.20 0.81 -5.59 0.10
H -1.18 1.81 -4.32 0.11
H -1.29 -0.76 -2.82 0.10
H -2.89 -0.92 -3.84 0.09
H -2.90 1.93 -2.95 0.10
H -4.01 0.59 -2.24 0.09
H -1.49 1.95 -0.84 0.10
H -1.51 -0.01 -0.73 0.11
H -4.26 1.65 -0.04 0.12
H -2.79 1.62 1.19 0.09
H -4.31 -0.28 1.83 0.10
H -2.81 -1.09 1.02 0.11
H -5.46 -0.38 -0.76 0.07
H -5.55 -1.89 0.38 0.08
H -4.21 -1.83 -1.01 0.05
H -3.99 -3.91 -7.20 0.10
H -3.95 -2.94 -5.56 0.06
H -5.86 -1.54 -7.71 0.11
H -6.31 -3.37 -7.66 0.13
H -6.41 -1.20 -5.14 0.11
H -7.81 -2.02 -6.10 0.12
H -8.36 -4.97 -5.43 0.14
H -6.52 -5.63 -5.36 0.13
H -6.25 -7.30 -3.95 0.12
H -5.38 -5.93 -3.00 0.11
H -6.96 -8.27 -1.78 0.07
H -7.72 -6.57 -1.15 0.09
H -5.88 -6.99 -0.92 0.08
C -0.56 7.69 3.55 -0.14
O -0.52 6.78 2.46 -0.33
P -1.24 5.22 2.66 0.84
O -2.44 5.86 3.38 -0.23
O -0.06 4.82 3.74 -0.30
C 1.25 4.70 3.22 -0.12
O -1.95 3.66 2.86 -0.34
C -2.53 3.33 4.12 -0.14
H 0.25 8.42 3.42 0.09
H -1.51 8.23 3.56 0.09
H -0.40 7.18 4.51 0.08
H 1.86 5.52 3.60 0.09
H 1.26 4.71 2.13 0.08
H 1.68 3.75 3.57 0.09
H -3.55 3.72 4.17 0.09
H -1.93 3.70 4.95 0.07
H -2.58 2.24 4.19 0.09
C 3.34 4.58 8.01 -0.13
O 2.31 4.42 7.04 -0.34
P 0.66 4.42 7.58 0.83
O 0.96 5.59 8.52 -0.24
O 0.91 2.98 8.34 -0.28
C 1.16 1.86 7.51 -0.12
O -0.99 4.42 8.11 -0.33
C -1.25 4.55 9.50 -0.15
H 4.26 4.16 7.60 0.08
H 3.49 5.64 8.21 0.09
H 3.11 4.05 8.94 0.09
H 2.20 1.56 7.64 0.09
H 0.97 2.08 6.46 0.08
H 0.51 1.04 7.83 0.09
H -1.23 5.60 9.78 0.08
H -0.54 3.98 10.10 0.08
H -2.25 4.16 9.69 0.09
C 6.48 -0.27 2.88 -0.14
O 6.69 -0.07 4.27 -0.33
P 6.28 1.47 4.96 0.83
O 4.98 1.49 4.15 -0.24
O 7.51 2.17 4.12 -0.29
C 8.83 1.80 4.49 -0.12
O 5.87 3.00 5.65 -0.34
C 5.36 4.02 4.79 -0.15
H 7.13 -1.08 2.55 0.09
H 5.44 -0.57 2.70 0.08
H 6.72 0.62 2.30 0.09
H 9.26 1.20 3.69 0.09
H 8.84 1.22 5.42 0.08
H 9.42 2.70 4.62 0.09
H 4.29 3.87 4.65 0.07
H 5.88 4.03 3.83 0.09
H 5.52 4.98 5.28 0.09

***

(2)
100
Properties=species:S:1:pos:R:3:lowdin_charge:R:1 method="wB97M-V/def2-TZVPD" charge=-1 homo_energy_ev="-3.454 / -3.461" spin_multiplicity=2 orbital_gap_ha="0.197 / 0.199"
Cu -0.09 0.16 0.23 0.60
C -6.15 1.71 -1.00 -0.09
C -5.35 0.59 -1.64 -0.22
C -4.26 0.15 -0.77 -0.16
C -4.20 -0.79 0.24 -0.17
C -5.06 -1.97 0.31 -0.19
C -4.24 -3.28 0.02 -0.07
C -2.96 -0.59 0.89 -0.24
N -2.16 0.38 0.33 0.09
C -2.94 0.80 -0.76 -0.21
C -2.61 1.83 -1.68 0.06
C -1.28 2.34 -1.69 -0.21
C -0.75 3.39 -2.62 -0.12
C -1.51 4.06 -3.76 -0.19
C -2.19 3.13 -4.80 -0.10
C 0.58 3.56 -2.33 -0.14
C 0.90 2.54 -1.34 -0.19
C 2.19 2.31 -0.90 0.03
C 2.67 1.31 -0.09 -0.26
N 1.82 0.63 0.76 0.08
C 2.66 -0.16 1.52 -0.25
C 2.23 -0.79 2.69 0.06
C 0.85 -0.94 2.96 -0.19
N -0.15 -0.72 2.08 0.08
C -1.33 -1.15 2.68 -0.20
C -2.59 -1.23 2.13 0.05
C -1.07 -1.57 4.08 -0.13
C 0.28 -1.48 4.23 -0.15
C 1.11 -1.83 5.39 -0.18
C 2.30 -0.83 5.68 -0.08
C -2.09 -1.76 5.17 -0.20
C -2.51 -0.40 5.78 -0.09
C 4.01 -0.09 1.06 -0.12
C 4.01 0.91 0.07 -0.13
C 5.20 1.43 -0.73 -0.19
C 5.52 0.58 -2.01 -0.08
C 5.17 -0.95 1.51 -0.15
C 5.54 -0.79 3.02 -0.09
N -0.27 1.85 -0.93 0.08
C 1.51 4.63 -2.89 -0.20
C 1.48 5.93 -2.05 -0.10
H -7.13 1.88 -1.39 0.05
H -6.12 1.54 0.06 0.07
H -5.51 2.67 -1.16 0.10
H -6.02 -0.31 -1.90 0.13
H -4.86 0.91 -2.59 0.10
H -5.58 -2.01 1.24 0.09
H -5.81 -1.91 -0.49 0.10
H -3.77 -3.68 0.94 0.07
H -4.91 -4.00 -0.46 0.06
H -3.41 -3.06 -0.71 0.09
H -3.35 2.20 -2.42 0.09
H -2.27 4.73 -3.29 0.12
H -0.76 4.69 -4.28 0.09
H -3.06 2.62 -4.41 0.04
H -2.47 3.70 -5.67 0.05
H -1.52 2.29 -5.14 0.09
H 2.93 3.07 -1.20 0.11
H 2.95 -1.16 3.39 0.06
H -3.37 -1.85 2.59 0.11
H 0.44 -1.97 6.26 0.10
H 1.52 -2.83 5.22 0.12
H 2.13 0.10 5.15 0.07
H 2.36 -0.55 6.73 0.06
H 3.19 -1.33 5.31 0.04
H -2.95 -2.33 4.79 0.10
H -1.77 -2.39 6.00 0.10
H -3.10 0.13 5.06 0.06
H -3.02 -0.61 6.71 0.05
H -1.73 0.28 6.15 0.08
H 5.16 2.48 -1.01 0.09
H 6.02 1.34 0.05 0.10
H 5.04 -0.36 -1.91 0.06
H 5.09 1.10 -2.88 0.06
H 6.65 0.52 -2.06 0.08
H 4.92 -1.91 1.21 0.09
H 6.03 -0.55 0.95 0.09
H 5.02 -1.58 3.62 0.07
H 6.62 -1.02 3.14 0.07
H 5.37 0.18 3.42 0.06
H 2.53 4.26 -2.83 0.09
H 1.30 4.82 -3.97 0.11
H 2.01 5.87 -1.09 0.07
H 1.71 6.81 -2.65 0.05
H 0.45 6.18 -1.65 0.08
O 2.16 -2.36 -0.19 0.11
C 1.27 -2.39 -0.96 -0.41
N 0.09 -1.60 -0.89 0.11
C -0.67 -1.91 -1.98 -0.46
O -1.76 -1.42 -2.29 0.04
C -0.11 -2.97 -2.82 -0.10
C -0.48 -3.58 -4.00 -0.02
C 0.30 -4.57 -4.61 -0.11
C 1.52 -4.86 -4.06 -0.10
C 1.92 -4.21 -2.85 -0.03
C 1.12 -3.31 -2.21 -0.07
H -1.42 -3.26 -4.49 0.12
H -0.14 -5.12 -5.44 0.10
H 2.19 -5.67 -4.50 0.11
H 2.81 -4.59 -2.36 0.10

***

(3)
58
Properties=species:S:1:pos:R:3:nbo_charge:R:1 method="wB97M-V/def2-TZVPD" homo_energy_ev=-8.242 orbital_gap_ha=0.239
Ti -0.54 -0.57 -0.45 1.16
Br -1.21 3.43 3.48 0.00
C -2.36 1.89 3.73 -0.52
Br -1.53 0.22 3.25 0.12
H -3.22 2.03 3.10 0.25
H -2.61 1.85 4.78 0.23
S -2.71 -3.21 3.19 -0.66
Sb -2.01 -3.31 1.08 1.42
S 0.21 -2.28 0.91 -0.63
S -2.64 -1.27 -0.22 -0.52
S -2.21 -5.02 -0.36 -0.73
O 1.56 -4.15 -5.32 -0.63
C 1.14 -3.40 -4.29 0.39
C 0.20 -3.82 -3.36 -0.32
C -0.15 -2.98 -2.33 0.10
N 0.36 -1.74 -2.18 -0.58
C 1.25 -1.35 -3.09 0.19
Br 1.98 0.39 -2.95 0.15
C 1.68 -2.13 -4.15 -0.33
H 1.11 -5.00 -5.32 0.49
H -0.26 -4.80 -3.40 0.24
H -0.87 -3.32 -1.61 0.26
H 2.41 -1.76 -4.85 0.25
C 3.24 -0.62 0.28 -0.94
P 1.77 0.37 0.73 0.90
C 2.18 2.09 0.29 -0.95
C 1.87 0.38 2.54 -0.27
C 2.04 -0.82 3.24 -0.22
C 2.08 -0.83 4.62 -0.19
C 1.96 0.36 5.33 -0.19
C 1.81 1.56 4.65 -0.21
C 1.76 1.57 3.26 -0.22
H 2.99 -1.67 0.36 0.26
H 4.06 -0.38 0.95 0.25
H 3.53 -0.41 -0.75 0.25
H 3.11 2.42 0.76 0.24
H 1.36 2.74 0.60 0.26
H 2.27 2.17 -0.79 0.24
H 2.13 -1.75 2.70 0.23
H 2.19 -1.77 5.14 0.22
H 1.98 0.35 6.41 0.22
H 1.71 2.49 5.19 0.22
H 1.62 2.51 2.75 0.22
F -2.30 4.47 -1.54 -0.29
C -1.78 3.96 -0.43 0.75
F -0.45 4.02 -0.52 -0.31
F -2.18 4.67 0.60 -0.29
S -2.33 2.17 -0.25 2.26
O -1.06 1.46 0.00 -0.98
O -3.31 2.16 0.78 -0.87
N -2.95 1.81 -1.63 -1.18
S -2.07 1.36 -2.85 2.26
O -1.03 0.41 -2.43 -0.98
O -1.65 2.38 -3.74 -0.88
C -3.31 0.35 -3.78 0.75
F -3.65 -0.74 -3.12 -0.29
F -4.38 1.08 -4.04 -0.29
F -2.73 0.00 -4.93 -0.30

***

(4)
100
Properties=species:S:1:pos:R:3:lowdin_charge:R:1 method="wB97M-V/def2-TZVPD" homo_energy_ev=-10.861 smiles="CCCCCC[C@@H]1COC(=O)O1.COC(=O)OC.COC(=O)OC.COC(=O)OC.COC(=O)OC.COC(=O)OC.COC(=O)OC" orbital_gap_ha=0.410
C -1.61 4.21 -4.57 -0.15
C -2.89 3.96 -3.58 -0.26
C -2.97 2.47 -2.90 -0.23
C -1.52 1.80 -2.53 -0.23
C -0.71 2.51 -1.29 -0.18
C 0.90 2.73 -1.63 -0.11
C 1.88 1.64 -0.88 -0.22
C 3.27 2.27 -0.19 -0.10
O 4.39 1.32 -0.51 -0.05
C 3.68 0.10 -1.00 -0.22
O 4.00 -1.20 -0.79 0.02
O 2.57 0.68 -1.79 -0.06
H -1.53 5.39 -4.72 0.08
H -0.57 3.88 -4.13 0.05
H -1.84 3.76 -5.65 0.08
H -2.93 4.83 -2.77 0.11
H -3.86 4.05 -4.27 0.11
H -3.55 2.60 -1.86 0.12
H -3.64 1.71 -3.52 0.11
H -0.88 1.73 -3.51 0.10
H -1.74 0.67 -2.22 0.12
H -1.17 3.53 -0.93 0.12
H -0.76 1.77 -0.37 0.11
H 1.29 3.80 -1.28 0.13
H 1.04 2.62 -2.81 0.12
H 1.47 0.99 0.01 0.16
H 3.44 3.33 -0.67 0.14
H 3.07 2.32 0.96 0.15
C 0.65 -2.79 0.59 -0.05
O -0.33 -1.82 0.93 -0.02
C -1.51 -2.35 1.36 -0.56
O -1.76 -3.53 1.47 0.11
O -2.35 -1.32 1.65 -0.02
C -3.63 -1.72 2.12 -0.05
H 1.55 -2.26 0.26 0.08
H 0.92 -3.40 1.46 0.10
H 0.30 -3.42 -0.23 0.10
H -3.54 -2.29 3.05 0.10
H -4.15 -2.31 1.36 0.10
H -4.22 -0.82 2.32 0.09
C -2.35 -3.36 -6.71 -0.05
O -2.02 -3.04 -5.36 -0.01
C -0.72 -2.71 -5.16 -0.56
O 0.14 -2.67 -6.02 0.11
O -0.55 -2.43 -3.84 -0.01
C 0.78 -2.07 -3.49 -0.04
H -3.42 -3.60 -6.75 0.09
H -2.17 -2.49 -7.36 0.10
H -1.78 -4.23 -7.05 0.10
H 1.08 -1.15 -4.01 0.10
H 1.48 -2.89 -3.70 0.10
H 0.80 -1.87 -2.41 0.08
C -5.07 1.85 -7.33 -0.05
O -6.49 1.99 -7.39 -0.01
C -7.05 2.44 -6.24 -0.56
O -6.45 2.72 -5.21 0.10
O -8.39 2.53 -6.43 -0.01
C -9.11 3.00 -5.29 -0.05
H -4.73 1.48 -8.31 0.09
H -4.59 2.82 -7.14 0.09
H -4.78 1.12 -6.57 0.10
H -8.80 4.01 -5.02 0.10
H -8.99 2.31 -4.44 0.10
H -10.17 3.03 -5.55 0.09
C 4.61 -2.00 2.56 -0.05
O 5.18 -3.14 3.21 0.00
C 4.50 -3.57 4.30 -0.56
O 3.48 -3.08 4.74 0.10
O 5.16 -4.64 4.80 -0.01
C 4.55 -5.21 5.96 -0.05
H 5.23 -1.74 1.71 0.09
H 3.60 -2.24 2.20 0.09
H 4.58 -1.14 3.24 0.10
H 3.54 -5.57 5.73 0.10
H 4.52 -4.48 6.78 0.10
H 5.16 -6.06 6.28 0.09
C 5.95 4.65 0.96 -0.05
O 6.29 5.33 2.16 -0.01
C 5.25 5.54 3.00 -0.56
O 4.09 5.21 2.81 0.10
O 5.71 6.19 4.10 -0.01
C 4.72 6.48 5.08 -0.05
H 6.86 4.54 0.36 0.10
H 5.55 3.65 1.17 0.09
H 5.23 5.24 0.38 0.10
H 4.27 5.55 5.46 0.10
H 3.95 7.14 4.66 0.10
H 5.20 7.00 5.91 0.09
C -0.29 -3.59 5.96 -0.05
O 0.29 -4.72 6.60 -0.01
C -0.39 -5.16 7.69 -0.56
O -1.42 -4.67 8.14 0.11
O 0.27 -6.23 8.20 -0.01
C -0.34 -6.80 9.36 -0.05
H 0.34 -3.33 5.10 0.09
H -1.29 -3.82 5.59 0.10
H -0.31 -2.73 6.64 0.10
H -1.35 -7.16 9.13 0.10
H -0.37 -6.07 10.18 0.10
H 0.26 -7.65 9.68 0.09